1.
{
  "formula": "C15H26AlN6O7",
  "method": "the ωB97M-V functional and the def2-TZVPD basis",
  "species": ["O", "H", "Al", "N", "N", "N", "N", "O", "O", "O", "O", "C", "C", "C", "C", "C", "H", "H", "H", "C", "H", "H", "H", "C", "C", "H", "H", "H", "H", "H", "H", "H", "H", "C", "H", "H", "H", "O", "H", "H", "N", "C", "O", "C", "C", "C", "N", "C", "C", "H", "H", "H", "H", "H", "H"],
  "xyz": [[-0.00381, -1.10642, -3.51728], [0.31651, -1.15055, -4.44441], [0.27966, 0.20001, -0.41825], [1.66280, -1.23923, -0.77103], [-0.62779, -1.65606, 0.10018], [0.87617, 2.10832, -0.05269], [-1.16680, 1.07796, 0.81541], [2.86653, -0.92674, -0.92590], [2.08189, 2.44684, -0.37429], [-2.12544, 0.42747, 1.50634], [-1.66576, -1.90825, 0.86173], [-0.01401, -2.76397, -0.38446], [1.24775, -2.51805, -0.95327], [0.09469, 2.98951, 0.58934], [-1.05839, 2.38245, 1.13658], [2.07167, -3.47648, -1.71715], [1.95006, -3.30470, -2.79802], [1.74967, -4.49849, -1.50314], [3.12678, -3.34778, -1.45353], [-0.65866, -4.07204, -0.15698], [-1.66006, -4.08912, -0.60356], [-0.75783, -4.25619, 0.92038], [-0.06347, -4.87701, -0.59489], [0.45658, 4.41896, 0.72399], [-1.96207, 3.06213, 2.10527], [1.09574, 4.72431, -0.10972], [0.98553, 4.61852, 1.66633], [-0.44358, 5.04723, 0.72238], [-2.61504, 2.33746, 2.60210], [-2.58744, 3.82532, 1.61935], [-1.36898, 3.58693, 2.86820], [2.00426, 1.40631, -1.60024], [-1.98240, -0.60189, 1.24147], [-1.34096, 0.03492, -2.02916], [-1.49872, -0.92421, -2.48226], [-1.24670, 0.82650, -2.77272], [-2.18992, 0.24882, -1.35382], [1.31583, 0.77446, -1.98082], [0.76180, -0.77587, -2.99440], [0.79361, 1.25600, -2.64367], [2.48504, -0.51365, 6.52497], [3.15542, -0.03409, 5.43761], [4.28918, 0.42376, 5.53213], [2.44676, -0.10218, 4.11537], [1.16218, -0.62973, 3.90912], [0.60175, -0.59772, 2.62859], [1.23172, -0.06070, 1.56360], [2.48985, 0.38112, 1.74912], [3.11062, 0.40336, 2.99034], [2.94640, -0.43443, 7.41337], [1.52609, -0.82694, 6.50863], [0.56300, -1.08250, 4.70034], [-0.37414, -1.04591, 2.45424], [3.02386, 0.75179, 0.88534], [4.10982, 0.82445, 3.03673]],
  "forces_ev_per_angstrom": [[2.5, -0.8, -1.9], [-0.1, -0.1, 0.7], [-1.6, 1.3, 1.2], [2.6, 1.1, -0.3], [-2.0, 0.7, 2.5], [-1.2, 1.8, 2.0], [0.2, 3.0, 1.1], [-2.4, -1.2, 0.3], [0.4, 0.1, -1.0], [-0.5, -2.0, -0.3], [2.3, 0.0, -2.9], [1.1, -0.4, -0.8], [-1.0, -1.4, 0.1], [2.3, -0.9, -1.9], [-1.2, -3.6, -0.4], [0.2, -0.4, 0.2], [0.0, 0.1, 0.3], [0.2, 0.2, -0.1], [-0.2, -0.1, -0.1], [0.3, -0.7, -0.4], [0.1, 0.1, 0.2], [-0.1, 0.1, -0.2], [-0.2, 0.1, 0.1], [0.0, 0.4, 0.2], [-0.2, 0.0, 0.3], [0.0, -0.1, 0.2], [0.0, 0.0, -0.2], [0.2, -0.2, 0.0], [0.2, 0.2, -0.2], [0.2, -0.2, 0.0], [-0.1, -0.1, -0.2], [0.2, 0.7, 0.5], [-0.8, 2.1, 0.7], [-1.9, 0.3, 2.5], [-0.4, 0.1, 0.2], [0.3, -0.1, 0.2], [0.3, 0.2, -0.2], [0.1, -0.2, -1.9], [-0.6, -0.2, -0.8], [0.1, 0.0, 0.3], [-0.1, 0.1, -0.5], [0.9, 0.2, 1.0], [-1.1, -0.4, -0.4], [-0.3, 0.1, -0.9], [0.1, 0.0, -0.4], [0.4, 0.1, 0.3], [0.3, -0.5, 0.4], [-0.2, 0.0, 0.5], [-0.2, -0.1, -0.1], [0.0, 0.0, 0.1], [0.3, 0.1, 0.0], [0.3, 0.2, -0.2], [0.3, 0.4, 0.2], [-0.2, 0.1, 0.0], [-0.1, -0.2, 0.3]],
  "total_charge": 1,
  "multiplicity": 1,
  "orbital_gap_ev": [3.73, 3.73]
}



2.
{
  "formula": "C5H16N4",
  "method": "the ωB97M-V functional and the def2-TZVPD basis",
  "species": ["C", "C", "C", "C", "N", "H", "H", "H", "H", "H", "H", "H", "H", "H", "H", "H", "C", "N", "N", "N", "H", "H", "H", "H", "H"],
  "xyz": [[-1.47836, -0.46517, -0.33021], [0.49581, -1.80103, -1.15631], [-1.77403, 0.76684, 0.51595], [-2.18051, -0.35751, -1.68646], [0.02543, -0.61035, -0.46857], [0.36242, 0.21283, -0.96393], [-1.83895, -1.36114, 0.18566], [0.11037, -2.67974, -0.63867], [1.58428, -1.84723, -1.10791], [0.22866, -1.84355, -2.21962], [-1.80517, 0.51349, -2.22223], [-1.43385, 0.63498, 1.53935], [-2.84613, 0.94705, 0.56601], [-1.29951, 1.64473, 0.08133], [-3.25630, -0.26702, -1.55170], [-2.00492, -1.24401, -2.29260], [1.80054, 1.11085, 1.27295], [2.46758, 1.02815, 0.04951], [1.53533, -0.10850, 1.88476], [1.76835, 2.25957, 1.84496], [1.16128, -0.03219, 2.81931], [0.95291, -0.72486, 1.32224], [2.91328, 0.14090, -0.13160], [3.02121, 1.85314, -0.13309], [1.49029, 2.22978, 2.82089]],
  "forces_ev_per_angstrom": [[1.0, -0.1, -0.5], [-0.2, 0.1, -0.1], [0.0, -0.3, 0.0], [0.2, -0.3, 0.3], [-1.5, 0.2, -0.1], [0.1, 0.0, 0.2], [0.1, 0.0, 0.0], [0.0, -0.1, -0.1], [0.1, 0.0, 0.1], [-0.1, -0.2, 0.1], [-0.1, 0.1, -0.1], [0.2, 0.1, 0.1], [-0.1, 0.0, -0.1], [0.1, 0.1, 0.1], [-0.1, 0.1, 0.0], [0.0, 0.0, -0.1], [1.7, 0.7, 1.3], [-0.8, -0.2, -0.2], [-0.2, -0.5, 0.1], [0.1, 0.0, -0.3], [0.0, 0.3, -0.1], [0.1, 0.2, -0.3], [0.0, 0.2, 0.1], [-0.1, -0.2, 0.0], [-0.5, -0.2, -0.2]],
  "total_charge": 0,
  "relative_energy_kcal_mol": 10.84,
  "multiplicity": 1,
  "orbital_gap_ev": 9.45
}



3.
{
  "formula": "C34H72O10",
  "method": "the ωB97M-V functional and the def2-TZVPD basis",
  "species": ["C", "C", "C", "C", "C", "C", "C", "C", "C", "C", "C", "C", "O", "O", "C", "O", "H", "H", "H", "H", "H", "H", "H", "H", "H", "H", "H", "H", "H", "H", "H", "H", "C", "C", "C", "O", "H", "H", "H", "H", "H", "H", "H", "H", "C", "C", "C", "O", "H", "H", "H", "H", "H", "H", "H", "H", "C", "C", "C", "O", "H", "H", "H", "H", "H", "H", "H", "H", "C", "C", "C", "O", "H", "H", "H", "H", "H", "H", "H", "H", "C", "C", "C", "O", "H", "H", "H", "H", "H", "H", "H", "H", "C", "C", "C", "O", "H", "H", "H", "H", "H", "H", "H", "H", "C", "C", "C", "O", "H", "H", "H", "H", "H", "H", "H", "H"],
  "xyz": [[1.69163, 3.29559, 0.23459], [1.29309, 2.47229, 1.03060], [1.15030, 1.27809, 1.98716], [0.01611, 0.29195, 1.55610], [0.25282, -0.43047, 0.17180], [1.70912, -0.41199, -0.32657], [2.12820, 0.16958, -1.49044], [1.26506, 0.87409, -2.54759], [2.04547, 1.72209, -3.60405], [3.04650, 0.89586, -4.49811], [0.93385, 2.30756, -4.58857], [3.64891, -0.07595, -1.42286], [4.57710, 0.42279, -1.98581], [3.94408, -1.05185, -0.44729], [2.87855, -1.05967, 0.44301], [2.83196, -1.50017, 1.55234], [2.14078, 4.18922, -0.25270], [0.82027, 1.73447, 2.95745], [2.12947, 0.80105, 2.19667], [-0.06720, -0.47448, 2.36599], [-0.92555, 0.87933, 1.49394], [-0.00838, -1.51038, 0.32911], [-0.45883, -0.03000, -0.58581], [0.48543, 1.52640, -2.08375], [0.71039, 0.07799, -3.11381], [2.50287, 2.62167, -3.12700], [3.13193, -0.14043, -4.10722], [2.83222, 0.94148, -5.58459], [4.05889, 1.35427, -4.35703], [0.57845, 3.31852, -4.28892], [1.29663, 2.38319, -5.63901], [0.06732, 1.59822, -4.61532], [-0.60637, -3.47482, 4.28683], [-1.71566, -2.47200, 4.56614], [-2.49137, -2.83814, 5.82213], [-2.60599, -2.42765, 3.45335], [-1.01973, -4.47489, 4.12700], [-0.06562, -3.20490, 3.37713], [0.10447, -3.51962, 5.11487], [-1.28717, -1.47281, 4.67741], [-2.96705, -3.81732, 5.71391], [-3.29003, -2.11534, 6.00315], [-1.83869, -2.86334, 6.69740], [-2.99078, -3.30941, 3.34478], [-3.93783, -4.42349, -0.64605], [-4.26314, -5.13737, 0.65579], [-5.72944, -5.52878, 0.71925], [-3.94514, -4.28496, 1.75838], [-4.51899, -3.50095, -0.73876], [-2.88360, -4.13969, -0.67474], [-4.15287, -5.05876, -1.50751], [-3.64153, -6.02936, 0.75048], [-6.37247, -4.64401, 0.67180], [-5.95184, -6.03174, 1.66278], [-5.99335, -6.19591, -0.10272], [-4.48906, -3.49062, 1.68622], [-2.61019, -9.26496, -0.29046], [-4.08759, -9.38187, -0.63241], [-4.33979, -10.51384, -1.61603], [-4.54768, -8.15121, -1.19142], [-2.02070, -9.04717, -1.18614], [-2.44225, -8.44312, 0.40864], [-2.23401, -10.18663, 0.15788], [-4.66283, -9.55331, 0.27974], [-3.80734, -10.33731, -2.55546], [-5.40190, -10.58007, -1.85972], [-4.01496, -11.47265, -1.20701], [-4.04724, -7.98691, -1.99959], [-0.27293, 0.59744, -8.43963], [0.53915, -0.48286, -7.74194], [0.63204, -1.74080, -8.59148], [-0.06242, -0.79673, -6.48697], [-1.29723, 0.25741, -8.61960], [-0.33909, 1.49045, -7.81464], [0.17524, 0.87320, -9.39648], [1.54290, -0.10818, -7.53031], [-0.36237, -2.15813, -8.77661], [1.20904, -2.51013, -8.07470], [1.10721, -1.53462, -9.55277], [-0.95129, -1.12975, -6.65775], [4.07039, 7.55202, -1.31122], [4.58040, 6.21090, -0.80542], [6.09817, 6.14350, -0.84568], [4.03601, 5.15908, -1.60543], [4.36871, 7.71512, -2.35087], [2.97839, 7.57895, -1.28577], [4.45487, 8.37511, -0.70808], [4.23282, 6.04830, 0.21753], [6.46444, 6.25861, -1.87042], [6.44756, 5.17189, -0.48950], [6.54339, 6.92423, -0.22760], [4.33695, 5.29007, -2.51214], [7.65808, 11.49135, 0.20616], [6.73603, 10.29771, 0.40041], [7.15842, 9.46164, 1.59898], [6.74762, 9.48796, -0.77530], [8.68471, 11.16206, 0.02013], [7.34915, 12.07653, -0.66210], [7.65470, 12.14069, 1.08405], [5.70996, 10.64551, 0.53886], [8.16866, 9.06527, 1.45892], [6.49402, 8.60349, 1.72146], [7.14028, 10.05063, 2.51815], [7.64964, 9.17354, -0.91035], [-7.92523, -1.18035, 7.89224], [-6.57047, -1.55664, 8.47251], [-5.56464, -0.42791, 8.30518], [-6.08276, -2.73054, 7.82586], [-7.84543, -0.97960, 6.81965], [-8.63402, -2.00223, 8.01046], [-8.33329, -0.29399, 8.38265], [-6.67930, -1.79727, 9.53201], [-5.40716, -0.20247, 7.24602], [-4.59507, -0.71483, 8.71711], [-5.90250, 0.48090, 8.80776], [-5.98146, -2.53189, 6.88734]],
  "forces_ev_per_angstrom": [[0.2, 1.0, 0.5], [1.0, -1.2, 0.2], [-1.1, 1.6, -0.1], [0.6, -0.1, 0.1], [0.4, -0.6, 0.6], [-0.9, 0.8, -0.7], [0.4, -1.1, 1.9], [0.7, -0.1, -0.3], [-1.3, 0.5, -1.5], [1.0, 0.6, 1.2], [-0.1, -0.2, 0.2], [0.3, 0.4, -0.9], [-0.9, -0.2, 0.1], [-0.6, 0.4, 1.3], [-1.8, 0.4, -1.4], [0.8, 0.0, -0.7], [-0.8, -1.4, 0.3], [0.3, -0.5, -0.7], [-0.6, 0.3, -0.5], [-0.1, 0.6, -0.7], [0.5, -0.5, 0.2], [0.1, 0.8, -0.2], [0.8, -0.2, 0.4], [0.7, -0.5, 0.0], [0.5, 0.5, 0.5], [0.1, -1.0, -0.2], [-0.1, 0.5, -0.7], [-0.2, -0.3, 0.8], [-0.7, -0.6, -0.2], [0.1, -0.7, 0.0], [-0.1, 0.0, 0.8], [0.6, 0.6, -0.1], [0.2, 0.1, -0.1], [-0.2, -0.6, 0.0], [-0.1, 0.2, 0.1], [0.0, 0.3, 0.1], [-0.1, 0.0, 0.1], [0.0, 0.0, 0.1], [0.0, 0.0, 0.0], [-0.1, 0.0, -0.1], [0.1, 0.0, 0.0], [0.1, 0.0, 0.0], [-0.1, 0.0, 0.0], [0.2, 0.0, -0.2], [0.3, 0.0, -0.1], [-0.5, 0.3, -0.2], [-0.1, -0.2, 0.1], [0.1, -0.1, 0.2], [-0.1, -0.1, 0.0], [0.0, -0.1, 0.0], [0.0, 0.0, 0.0], [0.0, 0.1, 0.1], [0.1, 0.0, -0.1], [0.1, 0.0, -0.1], [0.0, 0.0, 0.0], [0.1, 0.0, -0.1], [0.0, 0.1, 0.2], [0.5, -0.1, -0.5], [-0.2, -0.1, 0.0], [-0.2, 0.2, 0.2], [-0.1, -0.1, 0.0], [0.0, -0.1, 0.0], [0.0, 0.0, 0.0], [-0.1, 0.2, -0.1], [0.1, 0.0, 0.1], [0.0, 0.0, 0.1], [0.0, 0.0, 0.0], [0.0, -0.1, 0.1], [0.1, 0.2, 0.1], [-0.6, -0.2, -0.3], [0.2, -0.1, 0.0], [0.2, 0.1, 0.3], [0.1, -0.1, -0.1], [0.1, 0.0, 0.0], [0.0, 0.0, 0.0], [-0.1, 0.0, 0.2], [0.0, 0.1, -0.1], [0.0, 0.1, 0.0], [0.0, 0.0, 0.0], [0.1, 0.0, 0.0], [-0.3, 0.1, 0.2], [0.3, 0.4, -0.6], [0.2, -0.2, 0.2], [-0.3, -0.2, 0.3], [0.2, 0.0, 0.1], [0.0, 0.0, 0.1], [0.1, 0.0, -0.1], [-0.1, -0.2, -0.1], [-0.1, 0.1, 0.0], [-0.1, 0.0, 0.0], [0.0, 0.0, -0.1], [0.0, 0.0, 0.1], [-0.1, 0.2, -0.1], [0.7, -0.1, 0.1], [-0.2, -0.1, 0.1], [-0.3, 0.1, -0.1], [0.0, -0.1, 0.1], [0.0, 0.0, 0.1], [0.0, 0.0, 0.0], [0.0, -0.1, -0.2], [0.0, 0.1, 0.0], [0.0, 0.1, 0.0], [0.0, 0.0, 0.0], [-0.1, 0.1, 0.0], [-0.2, -0.1, 0.1], [0.0, 0.3, -0.6], [0.2, 0.0, 0.2], [0.0, -0.2, 0.2], [0.1, 0.1, 0.0], [0.0, 0.0, 0.1], [0.0, 0.0, -0.1], [0.1, -0.2, -0.1], [-0.1, 0.0, 0.0], [-0.1, 0.0, 0.0], [0.0, 0.0, 0.0], [0.0, 0.0, 0.1]],
  "total_charge": 0,
  "relative_energy_kcal_mol": 0.00,
  "multiplicity": 1,
  "orbital_gap_ev": 9.44
}



4.
{
  "formula": "C18H20N8O",
  "method": "the ωB97M-V functional and the def2-TZVPD basis",
  "species": ["N", "C", "N", "N", "N", "O", "C", "C", "C", "C", "C", "C", "C", "C", "C", "C", "C", "C", "C", "N", "N", "N", "N", "C", "C", "C", "C", "H", "H", "H", "H", "H", "H", "H", "H", "H", "H", "H", "H", "H", "H", "H", "H", "H", "H", "H", "H"],
  "xyz": [[-6.41923, 1.60102, 3.29352], [-5.65052, 2.15736, 3.89465], [3.19296, -2.04281, -3.88964], [-1.10489, -4.00579, -1.17412], [-2.00354, -3.11171, 0.90776], [3.58231, -1.18000, 0.18771], [2.08983, -2.75373, -4.03985], [1.09726, -2.35795, -3.01205], [1.71517, -1.36127, -2.33585], [-1.65973, -4.09057, 0.09163], [-0.82437, -2.77597, -1.55577], [-1.76228, -1.94459, 0.40406], [-1.09339, -1.67674, -0.74674], [-1.08942, 1.66869, 5.12832], [-2.40416, 2.26163, 5.11719], [-0.74029, 1.02211, 3.87389], [-2.90456, 1.63004, 2.91003], [-3.34967, 2.20053, 4.09302], [-1.66618, 1.03740, 2.76194], [-4.60443, 2.76780, 4.41332], [-0.23788, -2.79008, -2.79435], [-1.92644, -0.98074, 1.32923], [2.99557, -1.18281, -2.88569], [4.02710, -1.28394, 1.55807], [-1.36374, 0.38676, 1.39965], [4.51940, -1.16020, -0.87955], [3.99506, -0.45984, -2.13188], [1.92022, -3.47322, -4.82382], [1.40861, -0.95099, -1.42634], [-1.68891, -5.04726, 0.60216], [-0.82391, -0.72927, -1.21428], [-0.39216, 1.68909, 5.94462], [-2.75659, 2.95549, 5.90216], [0.23261, 0.65605, 3.62050], [-3.61242, 1.68707, 1.97628], [-4.79370, 2.85887, 5.36361], [-0.48439, -3.62214, -3.29949], [-2.46982, -1.33373, 2.12530], [5.07181, -1.65207, 1.49992], [3.38959, -2.01041, 2.17392], [4.07969, -0.26587, 2.02200], [-1.93425, 1.13188, 0.78884], [-0.30686, 0.47080, 1.18310], [5.42447, -0.60904, -0.58208], [4.84671, -2.19965, -1.10747], [3.70731, 0.53741, -1.80292], [4.87194, -0.36064, -2.80135]],
  "forces_ev_per_angstrom": [[-3.0, -1.8, -1.8], [1.5, 1.0, 0.0], [0.6, 0.0, -0.3], [-1.6, -1.3, 3.3], [-0.5, -3.1, -0.8], [-1.1, 0.2, 0.3], [-1.6, 0.9, 1.8], [0.4, 0.1, -1.4], [1.5, -0.6, -1.1], [0.8, -0.4, -0.9], [-0.1, -0.7, 0.5], [1.7, 3.5, 1.4], [1.0, 0.0, -3.3], [-2.0, -0.4, -3.7], [1.1, 0.4, 1.4], [-2.0, 1.3, 0.0], [-2.8, 0.3, -2.4], [2.7, -0.5, 1.0], [1.3, -0.6, 1.8], [0.4, 0.1, -1.4], [1.3, 1.0, -1.7], [-0.8, 2.0, 1.7], [-2.7, -0.2, 1.5], [0.8, -0.2, -0.6], [-1.9, 0.9, 0.5], [0.7, -0.8, 0.6], [1.6, -0.6, -0.4], [0.4, 0.0, -0.1], [-0.1, 1.0, 1.0], [-0.2, -0.4, -0.8], [-0.4, 0.1, 0.9], [-0.1, 0.3, 0.2], [0.7, -0.8, 0.3], [0.5, -0.4, 0.5], [1.3, -0.3, 1.8], [0.5, 0.6, 2.1], [0.1, -0.3, 0.1], [0.6, 0.6, -0.3], [-0.5, -0.1, 0.5], [0.8, 1.1, -1.1], [-0.3, -0.8, -0.2], [0.7, -1.0, -0.6], [0.3, -0.4, -0.2], [-0.1, 0.0, 0.0], [-0.2, 0.5, 0.0], [-0.6, 0.0, -0.5], [-0.4, 0.1, 0.3]],
  "total_charge": 0,
  "relative_energy_kcal_mol": 43.11,
  "multiplicity": 1,
  "orbital_gap_ev": 8.45
}